(1)
# C2H4NOP

The molecule C2H4NOP (wB97M-V/def2-TZVPD, OMol25).

Each line ends with the Mulliken charge.
Cartesian coordinates (Å):
O (0.9914, -3.3991, 1.5542)  -0.32
P (-0.2545, -2.7096, 1.6623)  0.54
N (0.1234, -0.5977, 1.2434)  -0.49
C (0.6826, -0.1658, -0.0074)  -0.30
C (-0.6997, 0.1975, 0.3545)  -0.17
H (0.9157, -1.0702, -0.4972)  0.20
H (1.5945, 0.4420, 0.0120)  0.18
H (-1.1127, 1.1247, 0.8714)  0.18
H (-1.5856, -0.3663, 0.0103)  0.18

structure (SMILES) = O=PN1CC1
HOMO level (alpha / beta) = -8.384 / -8.383 eV
maximum force = 0.0956 Eh/bohr
E_tot = -14962.2616 eV
gap between HOMO and LUMO (alpha / beta) = 7.35 / 7.35 eV
multiplicity = 1
ΔE to the lowest compared entry with this formula, charge and spin = 54.98 kcal/mol

---

(2)
# C2H4NOP

The molecule C2H4NOP (wB97M-V/def2-TZVPD, OMol25).

Each line ends with the Mulliken charge.
Cartesian coordinates (Å):
C (0.3873, 0.2098, -0.4176)  0.39
C (1.4457, 1.0794, -0.1143)  -0.78
N (-0.4512, 0.4379, -1.2943)  -0.63
O (-1.5512, -1.6146, 0.7111)  -0.50
P (-0.0047, -1.0563, 1.1426)  0.19
H (1.2772, 2.1102, -0.3113)  0.31
H (2.3249, 0.9723, 0.3700)  0.42
H (-1.3070, 0.0035, -1.4606)  0.27
H (-2.1211, -2.1421, 1.3745)  0.34

HOMO level (alpha / beta) = -8.386 / -7.868 eV
maximum force = 0.0786 Eh/bohr
E_tot = -14961.4052 eV
gap between HOMO and LUMO (alpha / beta) = 7.69 / 6.98 eV
multiplicity = 1
ΔE to the lowest compared entry with this formula, charge and spin = 74.73 kcal/mol

---

(3)
# C2H4NOS

The ion C2H4NOS with charge -1 (wB97M-V/def2-TZVPD, OMol25).

Each line ends with the Mulliken charge.
Cartesian coordinates (Å):
O (-2.2125, 0.2402, 0.8636)  -0.61
N (-1.2788, -0.4352, 0.4805)  0.08
C (-0.1781, 0.4506, -0.5629)  -0.55
C (0.9730, -0.3469, -0.0351)  -0.34
S (0.3899, -0.6769, 1.6332)  -0.46
H (-0.3288, 1.4789, -0.3602)  0.28
H (-0.5623, 0.2355, -1.6516)  0.18
H (1.3536, -1.1495, -0.6369)  0.24
H (1.8441, 0.2033, 0.2694)  0.18

structure (SMILES) = [O-]N1CCS1
total charge = -1
HOMO level (alpha / beta) = -1.724 / -1.719 eV
maximum force = 0.0791 Eh/bohr
E_tot = -16508.5973 eV
gap between HOMO and LUMO (alpha / beta) = 5.92 / 5.92 eV
multiplicity = 1
ΔE to the lowest compared entry with this formula, charge and spin = 35.93 kcal/mol

---

(4)
# C2H4NP

The molecule C2H4NP (wB97M-V/def2-TZVPD, OMol25).

Each line ends with the Mulliken charge.
Cartesian coordinates (Å):
H (-1.4106, 1.2469, 0.4390)  -0.04
P (-2.3480, 0.3130, 0.1525)  -0.10
C (-1.0312, -0.7102, -0.1364)  -0.14
N (0.4652, -0.3917, 0.0135)  -0.35
C (1.5883, 0.3344, 0.0340)  -0.28
H (-1.2915, -1.6828, -0.4457)  0.35
H (1.8714, 0.9696, -0.8383)  0.25
H (2.1564, -0.0793, 0.7813)  0.30

structure (SMILES) = [H]/P=C\N=C
HOMO level = -8.022 eV
maximum force = 0.1425 Eh/bohr
E_tot = -12913.4722 eV
gap between HOMO and LUMO = 8.18 eV
multiplicity = 1
ΔE to the lowest compared entry with this formula, charge and spin = 70.49 kcal/mol

---

(5)
# C2H4NP

A cluster of 2 separate species, C2H4NP in total (wB97M-V/def2-TZVPD, OMol25).

Each line ends with the Mulliken charge.
Cartesian coordinates (Å):
C (0.3836, 1.9093, 0.1567)  0.26
C (0.2165, 0.5502, -0.3001)  -0.58
N (0.5679, 3.0073, 0.4588)  -0.36
P (-3.8388, 0.0130, -0.0919)  0.00
H (0.4617, 0.3447, -1.2497)  0.36
H (-0.8573, 0.3447, -0.0021)  0.01
H (0.7858, 0.1327, 0.4232)  0.26
H (-3.1129, -0.3587, -1.3412)  0.04

HOMO level (alpha / beta) = -9.231 / -9.223 eV
maximum force = 0.1096 Eh/bohr
E_tot = -12913.7092 eV
gap between HOMO and LUMO (alpha / beta) = 7.41 / 7.35 eV
multiplicity = 1
ΔE to the lowest compared entry with this formula, charge and spin = 65.03 kcal/mol

---

(6)
# C2H4NP

The molecule C2H4NP (wB97M-V/def2-TZVPD, OMol25).

Each line ends with the Mulliken charge.
Cartesian coordinates (Å):
C (0.2532, 0.7187, 0.0310)  -0.27
C (-0.5545, -0.6013, -0.2295)  -0.66
N (1.3852, 0.1225, 0.7631)  -0.38
P (1.1186, -1.3676, 0.2421)  0.16
H (0.5734, 0.9798, -0.9233)  0.25
H (-0.4531, 1.4808, 0.5121)  0.27
H (-1.2084, -0.7408, 0.6867)  0.22
H (-1.1144, -0.5921, -1.0822)  0.43

HOMO level = -9.583 eV
maximum force = 0.0776 Eh/bohr
E_tot = -12915.3367 eV
gap between HOMO and LUMO = 9.36 eV
multiplicity = 1
ΔE to the lowest compared entry with this formula, charge and spin = 27.50 kcal/mol

---

(7)
# C2H4NP

The molecule C2H4NP (wB97M-V/def2-TZVPD, OMol25).

Each line ends with the Mulliken charge.
Cartesian coordinates (Å):
C (0.0892, 0.0428, -0.5478)  0.00
C (0.2555, 0.7910, 0.6928)  -0.88
N (-0.5962, -1.0894, -0.7558)  -0.37
P (-1.6562, -2.7611, -1.0728)  0.05
H (0.8550, 0.1540, -1.2307)  0.35
H (1.2982, 0.8528, 0.7955)  0.28
H (-0.1771, 0.2254, 1.5382)  0.27
H (-0.0685, 1.7845, 0.5807)  0.31

HOMO level (alpha / beta) = -7.755 / -7.748 eV
maximum force = 0.1311 Eh/bohr
E_tot = -12913.0264 eV
gap between HOMO and LUMO (alpha / beta) = 6.69 / 6.70 eV
multiplicity = 1
ΔE to the lowest compared entry with this formula, charge and spin = 80.77 kcal/mol

---

(8)
# C2H4NP

The molecule C2H4NP (wB97M-V/def2-TZVPD, OMol25).

Each line ends with the Mulliken charge.
Cartesian coordinates (Å):
H (-0.8540, -0.1846, -2.9810)  0.22
N (-0.4888, -0.1794, -2.0461)  -0.46
P (-0.6035, -1.1274, -0.7110)  0.11
C (0.4150, -0.0846, 0.2902)  -0.20
C (0.2943, 0.2454, 1.5163)  -0.47
H (0.3137, 0.7229, -0.2743)  0.29
H (0.0917, -0.4682, 2.4066)  0.23
H (0.8316, 1.0760, 1.7992)  0.28

structure (SMILES) = [H]/N=P/C=C
HOMO level = -8.936 eV
maximum force = 0.1267 Eh/bohr
E_tot = -12914.2154 eV
gap between HOMO and LUMO = 8.44 eV
multiplicity = 1
ΔE to the lowest compared entry with this formula, charge and spin = 53.35 kcal/mol

---

(9)
# C2H4O2

A cluster of 2 separate species, C2H4O2 in total (wB97M-V/def2-TZVPD, OMol25).

Each line ends with the Mulliken charge.
Cartesian coordinates (Å):
O (-1.2368, 0.1976, -0.2999)  -0.48
C (-0.3090, -0.8389, -0.1005)  -0.44
C (1.7785, 1.2137, 0.0768)  0.15
O (0.8900, 1.8830, 0.3302)  -0.20
H (-0.9564, 0.9763, 0.1961)  0.34
H (-0.3129, -1.2239, 0.9298)  0.26
H (-0.5847, -1.6395, -0.7846)  0.24
H (0.7313, -0.5683, -0.3479)  0.14

HOMO level = -10.480 eV
maximum force = 0.0334 Eh/bohr
E_tot = -6232.7794 eV
gap between HOMO and LUMO = 11.54 eV
multiplicity = 1
ΔE to the lowest compared entry with this formula, charge and spin = 35.23 kcal/mol

---

(10)
# C2H4O2

The molecule C2H4O2 (wB97M-V/def2-TZVPD, OMol25).

Each line ends with the Mulliken charge.
Cartesian coordinates (Å):
O (1.6430, -0.1604, -0.1516)  -0.41
C (0.4121, -0.1546, 0.2812)  0.22
C (-0.8566, 0.1804, -0.4408)  -0.51
O (-0.4455, -1.1363, 0.0026)  -0.35
H (1.5791, -0.0250, -1.0582)  0.26
H (0.5477, 0.0516, 1.4725)  0.24
H (-1.5022, 0.7194, 0.2077)  0.23
H (-0.8875, 0.3631, -1.4335)  0.33

structure (SMILES) = O[C@H]1CO1
HOMO level = -10.175 eV
maximum force = 0.1114 Eh/bohr
E_tot = -6231.4594 eV
gap between HOMO and LUMO = 11.11 eV
multiplicity = 1
ΔE to the lowest compared entry with this formula, charge and spin = 65.68 kcal/mol

---

(11)
# C2H4O2P

A structure of composition C2H4O2P (wB97M-V/def2-TZVPD, OMol25).

Each line ends with the Mulliken charge.
Cartesian coordinates (Å):
C (-0.8307, 0.4152, -0.0563)  -0.15
C (0.1833, -0.5760, -0.7417)  -0.09
O (-0.0946, 0.6317, 1.6655)  -0.32
O (1.4577, -0.2098, 0.0420)  -0.18
P (1.4016, 0.3652, 1.4521)  0.64
H (-0.7767, 1.4494, -0.3441)  0.28
H (-1.8011, -0.0102, 0.2841)  0.28
H (-0.0212, -1.6738, -0.5722)  0.26
H (0.4817, -0.3917, -1.7295)  0.28

total charge = +1
HOMO level = -17.465 eV
maximum force = 0.0727 Eh/bohr
E_tot = -15514.1409 eV
gap between HOMO and LUMO = 11.68 eV
multiplicity = 1
ΔE to the lowest compared entry with this formula, charge and spin = 25.70 kcal/mol

---

(12)
# C2H4O2S

The molecule C2H4O2S (wB97M-V/def2-TZVPD, OMol25).

Each line ends with the Mulliken charge.
Cartesian coordinates (Å):
O (2.1170, 0.2467, 0.7649)  -0.39
C (1.4251, -0.0651, -0.1115)  0.10
O (0.4497, -0.9959, 0.0675)  -0.31
C (-0.9185, -0.5481, -0.0352)  -0.29
S (-1.2038, 1.2020, -0.3543)  -0.21
H (1.6226, 0.3206, -1.1050)  0.42
H (-1.4013, -0.8656, 0.8683)  0.26
H (-1.3812, -1.0934, -0.8393)  0.27
H (-0.7096, 1.7987, 0.7446)  0.17

structure (SMILES) = O=COCS
HOMO level = -9.981 eV
maximum force = 0.0666 Eh/bohr
E_tot = -17068.0221 eV
gap between HOMO and LUMO = 10.70 eV
multiplicity = 1
ΔE to the lowest compared entry with this formula, charge and spin = 28.79 kcal/mol

---

Please write out number 11 again, unchanged.
# C2H4O2P

A structure of composition C2H4O2P (wB97M-V/def2-TZVPD, OMol25).

Each line ends with the Mulliken charge.
Cartesian coordinates (Å):
C (-0.8307, 0.4152, -0.0563)  -0.15
C (0.1833, -0.5760, -0.7417)  -0.09
O (-0.0946, 0.6317, 1.6655)  -0.32
O (1.4577, -0.2098, 0.0420)  -0.18
P (1.4016, 0.3652, 1.4521)  0.64
H (-0.7767, 1.4494, -0.3441)  0.28
H (-1.8011, -0.0102, 0.2841)  0.28
H (-0.0212, -1.6738, -0.5722)  0.26
H (0.4817, -0.3917, -1.7295)  0.28

total charge = +1
HOMO level = -17.465 eV
maximum force = 0.0727 Eh/bohr
E_tot = -15514.1409 eV
gap between HOMO and LUMO = 11.68 eV
multiplicity = 1
ΔE to the lowest compared entry with this formula, charge and spin = 25.70 kcal/mol

---

> The lowest ΔE to the lowest compared entry with this formula, charge and spin belongs to which entry?

C2H4O2P

---

> Which value of ΔE to the lowest compared entry with this formula, charge and spin does entry 6 give?

27.50 kcal/mol